(1)
{
  "formula": "C35H39N5O8PSTi",
  "method": "ωB97M-V with the def2-TZVPD basis set",
  "e_homo_ev": -10.2744,
  "total_charge": 1,
  "energy_ha": -3821.83080,
  "relative_energy_kj_mol": 77.50,
  "lumo_ev": -4.3,
  "symbols": ["Ti", "O", "C", "O", "C", "C", "C", "N", "C", "C", "C", "C", "C", "C", "C", "N", "C", "C", "C", "C", "C", "N", "H", "H", "H", "H", "H", "H", "H", "H", "H", "H", "C", "C", "C", "O", "C", "O", "O", "H", "H", "H", "H", "H", "H", "H", "C", "N", "C", "C", "C", "O", "N", "C", "O", "H", "H", "H", "H", "H", "C", "S", "C", "O", "H", "H", "H", "H", "H", "H", "C", "P", "C", "C", "C", "C", "C", "C", "C", "H", "H", "H", "H", "H", "H", "H", "H", "H", "H", "H"],
  "positions_angstrom": [[0.007, -0.268, -0.531], [2.735, -4.024, 4.547], [3.089, -3.153, 3.760], [3.989, -2.281, 3.785], [2.244, -3.004, 2.481], [2.844, -2.608, 1.287], [2.052, -2.184, 0.255], [0.694, -2.121, 0.338], [0.112, -2.712, 1.409], [0.867, -3.146, 2.487], [-1.335, -3.054, 1.370], [-2.108, -3.005, 2.524], [-3.400, -3.501, 2.476], [-3.860, -4.045, 1.289], [-3.011, -4.047, 0.191], [-1.776, -3.557, 0.213], [2.618, -1.721, -1.024], [3.838, -2.167, -1.514], [4.243, -1.750, -2.768], [3.404, -0.930, -3.509], [2.204, -0.538, -2.950], [1.834, -0.895, -1.721], [3.923, -2.555, 1.237], [0.398, -3.609, 3.345], [-1.709, -2.571, 3.430], [-4.030, -3.471, 3.354], [-4.853, -4.465, 1.210], [-3.337, -4.475, -0.751], [4.437, -2.852, -0.931], [5.188, -2.084, -3.174], [3.663, -0.612, -4.508], [1.499, 0.061, -3.504], [-2.945, 2.036, 2.867], [-1.568, 1.367, 2.921], [-0.767, 1.890, 4.102], [-1.678, -0.030, 3.055], [-0.862, 1.724, 1.609], [-0.436, 2.822, 1.349], [-0.868, 0.748, 0.697], [-3.477, 1.804, 3.789], [-3.529, 1.656, 2.027], [-2.843, 3.117, 2.777], [-1.332, 1.708, 5.015], [-0.587, 2.959, 4.001], [0.187, 1.372, 4.193], [-2.276, -0.339, 2.351], [-2.351, -2.469, -4.163], [-2.698, -1.903, -2.861], [-3.997, -1.857, -2.385], [-4.291, -1.349, -1.183], [-3.228, -0.875, -0.299], [-3.426, -0.522, 0.848], [-1.962, -0.854, -0.882], [-1.734, -1.350, -2.100], [-0.539, -1.219, -2.486], [-3.225, -2.977, -4.560], [-1.539, -3.182, -4.047], [-2.043, -1.686, -4.854], [-4.745, -2.264, -3.051], [-5.304, -1.329, -0.814], [2.583, 0.367, 2.830], [2.880, 0.941, 1.161], [2.795, 2.699, 1.436], [1.602, 0.617, 0.370], [2.994, 1.110, 3.513], [3.078, -0.595, 3.012], [1.503, 0.290, 2.959], [1.887, 2.950, 1.977], [2.812, 3.186, 0.464], [3.690, 2.962, 2.001], [-0.393, 1.758, -3.808], [-0.300, 1.896, -1.990], [-1.924, 2.600, -1.588], [0.918, 3.214, -1.739], [0.591, 4.413, -1.112], [1.548, 5.410, -0.978], [2.833, 5.217, -1.462], [3.169, 4.017, -2.078], [2.217, 3.019, -2.211], [0.601, 1.732, -4.249], [-0.909, 2.634, -4.199], [-0.932, 0.854, -4.091], [-2.107, 3.490, -2.191], [-1.978, 2.850, -0.532], [-2.687, 1.854, -1.812], [-0.400, 4.572, -0.711], [1.285, 6.340, -0.493], [3.574, 5.999, -1.361], [4.172, 3.860, -2.454], [2.494, 2.087, -2.688]],
  "forces_ev_per_angstrom": [[0.32, -0.15, -0.48], [-0.02, -0.01, 0.00], [0.05, -0.01, -0.01], [-0.05, 0.02, -0.01], [-0.02, -0.01, 0.01], [0.00, -0.01, 0.02], [-0.01, 0.01, -0.01], [0.00, 0.01, 0.00], [-0.01, -0.02, 0.00], [0.00, 0.01, 0.00], [0.00, 0.01, 0.00], [0.00, 0.02, -0.01], [0.00, 0.00, 0.00], [0.00, 0.00, 0.00], [0.00, -0.01, 0.01], [-0.01, -0.01, 0.00], [0.01, -0.01, -0.01], [0.01, 0.00, 0.00], [0.00, 0.00, 0.00], [0.00, 0.00, 0.01], [0.00, 0.00, 0.00], [-0.04, 0.02, 0.02], [0.00, 0.01, 0.00], [0.00, 0.00, 0.00], [0.00, 0.01, 0.01], [0.00, 0.00, 0.00], [0.00, 0.00, 0.00], [0.00, 0.00, 0.00], [0.00, 0.00, 0.00], [0.00, 0.00, 0.00], [0.00, 0.00, 0.00], [0.00, 0.00, 0.00], [0.00, 0.02, -0.01], [0.04, 0.00, 0.02], [0.00, 0.00, 0.01], [-0.02, -0.07, 0.00], [-0.10, 0.12, -0.11], [0.10, 0.02, 0.02], [-0.07, -0.07, 0.28], [0.00, 0.00, 0.00], [0.00, 0.00, 0.00], [0.00, 0.00, 0.00], [0.00, 0.00, 0.00], [0.00, 0.00, 0.00], [-0.02, 0.01, 0.01], [0.00, -0.01, 0.01], [0.00, 0.00, 0.00], [0.00, -0.01, 0.00], [0.00, 0.01, 0.00], [0.00, -0.02, 0.00], [0.00, 0.05, -0.03], [0.00, -0.03, 0.01], [-0.12, 0.05, 0.00], [0.01, 0.00, 0.01], [0.04, 0.05, 0.16], [0.00, 0.00, 0.00], [0.00, 0.00, 0.00], [0.00, 0.00, 0.00], [0.00, 0.00, 0.00], [0.00, 0.00, 0.00], [-0.03, -0.02, 0.06], [0.06, -0.13, -0.04], [-0.03, 0.01, -0.02], [-0.14, 0.12, 0.10], [-0.01, -0.01, 0.01], [0.06, 0.06, -0.04], [0.01, 0.01, -0.02], [-0.05, -0.01, 0.01], [0.00, 0.01, -0.04], [-0.01, 0.00, 0.00], [-0.01, -0.02, 0.00], [0.01, 0.01, 0.04], [0.00, 0.00, 0.01], [0.01, -0.01, -0.01], [0.01, -0.01, 0.01], [0.01, -0.01, 0.01], [-0.01, 0.00, 0.00], [0.01, 0.00, 0.00], [-0.01, 0.00, -0.01], [0.00, 0.00, 0.00], [0.00, 0.00, 0.00], [0.00, 0.00, 0.00], [0.00, 0.00, 0.00], [0.00, 0.00, -0.01], [0.00, 0.00, 0.00], [0.00, 0.00, 0.00], [0.00, 0.00, 0.00], [0.00, 0.00, 0.00], [0.00, 0.00, 0.00], [0.00, 0.01, 0.00]]
}

***

(2)
{
  "formula": "C35H40CeN4O2Si",
  "method": "ωB97M-V with the def2-TZVPD basis set",
  "s2": 0.75,
  "e_homo_ev": [-4.7041, -4.7365],
  "total_charge": -1,
  "spin_multiplicity": 2,
  "energy_ha": -2492.00056,
  "relative_energy_kj_mol": 13.61,
  "lumo_ev": [1.6, 1.6],
  "symbols": ["Ce", "C", "C", "C", "C", "C", "C", "C", "C", "N", "C", "O", "C", "C", "C", "C", "C", "N", "C", "O", "N", "C", "C", "C", "C", "C", "C", "C", "C", "H", "H", "H", "H", "H", "H", "H", "H", "H", "H", "H", "H", "H", "H", "H", "H", "H", "H", "H", "H", "H", "N", "C", "C", "C", "C", "C", "C", "C", "H", "H", "H", "H", "H", "C", "Si", "C", "C", "C", "H", "H", "H", "H", "H", "H", "H", "H", "H", "H", "H", "C", "H", "H", "H"],
  "positions_angstrom": [[-0.919, -0.475, -0.122], [-1.468, -2.875, 2.832], [-1.550, -1.593, 3.618], [-2.448, -1.469, 4.669], [-2.478, -0.328, 5.454], [-1.582, 0.694, 5.192], [-0.673, 0.608, 4.145], [0.308, 1.722, 3.910], [-0.674, -0.536, 3.326], [0.138, -0.613, 2.175], [1.461, -0.623, 2.328], [2.113, -0.738, 3.372], [2.227, -0.475, 1.028], [3.582, -0.769, 0.996], [4.270, -0.598, -0.193], [3.589, -0.124, -1.303], [2.235, 0.152, -1.188], [1.572, -0.020, -0.043], [1.470, 0.610, -2.416], [2.122, 1.003, -3.389], [0.144, 0.489, -2.310], [-0.630, 0.593, -3.488], [-1.563, 1.633, -3.630], [-1.636, 2.727, -2.602], [-2.404, 1.661, -4.735], [-2.337, 0.677, -5.706], [-1.410, -0.344, -5.571], [-0.552, -0.403, -4.481], [0.417, -1.543, -4.344], [-2.213, -3.587, 3.186], [-0.476, -3.315, 2.946], [-1.624, -2.715, 1.765], [-3.135, -2.284, 4.874], [-3.192, -0.242, 6.264], [-1.582, 1.582, 5.816], [0.035, 2.606, 4.487], [0.358, 1.983, 2.853], [1.308, 1.400, 4.210], [4.047, -1.130, 1.902], [5.326, -0.830, -0.257], [4.065, 0.035, -2.260], [-0.633, 3.039, -2.313], [-2.159, 2.384, -1.706], [-2.177, 3.589, -2.997], [-3.115, 2.474, -4.836], [-3.003, 0.702, -6.560], [-1.362, -1.123, -6.324], [0.191, -2.325, -5.069], [0.369, -1.961, -3.336], [1.439, -1.198, -4.507], [-0.822, 2.038, 0.631], [-0.624, 3.163, 0.549], [-0.386, 4.557, 0.401], [-1.459, 5.451, 0.378], [-1.220, 6.800, 0.198], [0.080, 7.264, 0.039], [1.146, 6.376, 0.062], [0.920, 5.024, 0.241], [-2.468, 5.076, 0.493], [-2.049, 7.494, 0.177], [0.261, 8.321, -0.109], [2.157, 6.739, -0.066], [1.742, 4.320, 0.249], [-6.439, 0.052, 1.489], [-5.095, 0.069, 0.127], [-5.085, 1.819, -0.616], [-5.818, -1.067, -1.215], [-3.415, -0.388, 0.723], [-7.439, 0.231, 1.081], [-6.246, 0.808, 2.254], [-6.453, -0.921, 1.988], [-6.089, 2.171, -0.868], [-4.487, 1.830, -1.532], [-4.643, 2.533, 0.086], [-6.871, -0.826, -1.383], [-5.762, -2.118, -0.921], [-5.292, -0.955, -2.167], [-3.150, 0.334, 1.519], [-3.509, -1.363, 1.229], [-0.290, -2.943, -0.728], [-1.030, -3.639, -1.147], [0.115, -3.435, 0.170], [0.542, -2.929, -1.450]],
  "forces_ev_per_angstrom": [[-0.39, -1.10, -0.39], [0.02, 0.20, 0.08], [0.11, -0.05, -0.08], [-0.05, 0.01, 0.04], [-0.02, -0.05, -0.02], [-0.03, 0.01, 0.07], [0.04, -0.02, -0.15], [0.02, -0.07, 0.04], [-0.16, -0.05, 0.35], [-0.05, 0.20, -0.39], [-0.01, -0.12, 0.18], [-0.01, 0.03, -0.05], [0.16, 0.10, 0.06], [0.01, -0.04, -0.03], [-0.10, 0.03, 0.00], [0.03, 0.05, 0.02], [0.08, 0.04, -0.07], [0.49, -0.05, 0.04], [-0.10, 0.05, -0.18], [-0.01, -0.08, 0.02], [-0.21, -0.19, 0.54], [-0.17, 0.03, -0.21], [0.17, -0.02, 0.05], [0.00, -0.09, -0.03], [-0.04, 0.03, -0.08], [-0.01, 0.02, 0.00], [-0.05, 0.01, -0.05], [0.00, -0.01, 0.12], [-0.01, 0.09, 0.04], [-0.02, -0.02, -0.02], [0.00, -0.03, -0.07], [-0.01, -0.11, -0.03], [0.02, -0.01, 0.00], [0.01, 0.02, 0.00], [0.01, 0.01, -0.03], [-0.02, 0.01, -0.03], [0.02, 0.01, 0.02], [0.02, 0.03, -0.01], [-0.01, 0.03, 0.01], [0.00, -0.01, 0.01], [-0.02, 0.03, 0.00], [0.01, 0.03, 0.06], [0.02, 0.08, 0.04], [-0.02, -0.01, 0.02], [0.00, -0.01, 0.02], [0.01, 0.00, 0.00], [0.04, -0.01, 0.03], [0.00, -0.02, 0.03], [0.02, -0.05, -0.07], [0.03, 0.02, 0.01], [0.00, 0.42, 0.13], [-0.10, -0.26, 0.00], [0.15, 0.71, -0.09], [-0.03, -0.25, 0.03], [0.03, 0.12, -0.01], [0.00, -0.06, 0.00], [-0.01, 0.12, -0.01], [-0.04, -0.25, 0.03], [0.01, 0.00, 0.00], [-0.01, -0.02, 0.00], [0.00, 0.00, 0.01], [0.00, -0.02, 0.00], [-0.01, 0.01, 0.00], [0.14, 0.08, -0.14], [-0.02, 0.02, 0.08], [0.00, -0.13, 0.08], [0.21, 0.07, 0.10], [-0.24, 0.16, -0.29], [0.01, 0.02, -0.02], [0.03, -0.02, 0.00], [0.02, 0.00, -0.01], [-0.01, -0.02, 0.01], [0.01, 0.02, 0.00], [0.01, 0.00, -0.01], [0.00, 0.03, 0.00], [0.02, 0.00, 0.00], [0.03, -0.03, 0.02], [-0.05, -0.02, 0.06], [0.11, -0.03, -0.02], [0.01, 0.30, 0.06], [-0.07, 0.07, 0.02], [-0.01, 0.02, 0.01], [0.00, 0.01, 0.05]]
}